[1]
{"formula": "C18H80N2O24", "method": "ωB97M-V/def2-TZVPD", "lumo_energy_ev": 2.11, "homo_lumo_gap_ha": 0.0824, "relative_energy_kj_mol": 605.85, "charge": -2, "symbols": ["C", "C", "C", "C", "C", "C", "N", "O", "C", "C", "C", "H", "H", "H", "H", "H", "H", "H", "H", "H", "H", "H", "H", "H", "H", "H", "H", "H", "H", "C", "C", "C", "C", "C", "C", "N", "O", "C", "C", "C", "H", "H", "H", "H", "H", "H", "H", "H", "H", "H", "H", "H", "H", "H", "H", "H", "H", "H", "O", "H", "H", "O", "H", "H", "O", "H", "H", "O", "H", "H", "O", "H", "H", "O", "H", "H", "O", "H", "H", "O", "H", "H", "O", "H", "H", "O", "H", "H", "O", "H", "H", "O", "H", "H", "O", "H", "H", "O", "H", "H", "O", "H", "H", "O", "H", "H", "O", "H", "H", "O", "H", "H", "O", "H", "H", "O", "H", "H", "O", "H", "H", "O", "H", "H"], "xyz": [[1.6881, 0.6329, 1.0343], [0.2706, 1.2269, 0.8316], [-0.7730, 0.0382, 0.9017], [-1.1898, -0.4516, 2.2273], [-1.5836, 0.7431, 3.1498], [-0.4794, 1.8635, 3.2527], [-0.0691, 2.2093, 1.8775], [0.7190, 3.4361, 1.7924], [0.4930, 1.3024, 4.2650], [-1.2440, 3.0463, 3.9026], [0.1975, 1.7024, -0.5700], [1.9275, -0.2877, 0.5020], [1.8530, 0.3961, 2.0854], [2.4408, 1.3687, 0.7512], [-0.5240, -0.7732, 0.2177], [-1.7160, 0.3809, 0.4757], [-0.3766, -1.0763, 2.5970], [-2.0881, -1.0684, 2.2004], [-1.8240, 0.4266, 4.1647], [-2.5313, 1.1687, 2.8198], [0.0464, 1.0464, 5.2258], [1.2971, 1.9904, 4.5261], [0.8294, 0.3060, 3.9786], [-0.6815, 3.9095, 4.2581], [-1.7973, 2.6524, 4.7551], [-2.1467, 3.3681, 3.3833], [0.8804, 2.5393, -0.7162], [-0.7952, 1.8373, -0.9996], [0.6340, 1.0636, -1.3377], [1.4679, -6.4412, -8.2109], [0.3182, -5.3919, -8.3652], [-0.2805, -5.3225, -6.8927], [-1.1090, -4.0716, -6.5288], [-0.3413, -2.8213, -6.9649], [0.2836, -2.8432, -8.4384], [0.9614, -4.1152, -8.7526], [1.7162, -4.1254, -9.9832], [1.2288, -1.6795, -8.3815], [-0.8963, -2.4356, -9.4032], [-0.8273, -5.9346, -9.2446], [1.9814, -6.6445, -9.1507], [1.0280, -7.3822, -7.8805], [2.2056, -6.2209, -7.4393], [0.5308, -5.3657, -6.1661], [-0.8569, -6.2280, -6.7034], [-1.3964, -3.9438, -5.4852], [-2.0489, -4.2152, -7.0618], [0.4664, -2.6451, -6.2544], [-1.0405, -1.9891, -6.8824], [0.6798, -0.7659, -8.1535], [1.7599, -1.4811, -9.3125], [2.0240, -1.7962, -7.6452], [-0.5648, -2.2109, -10.4169], [-1.3994, -1.5300, -9.0640], [-1.6927, -3.1716, -9.5137], [-1.6594, -5.2307, -9.2597], [-1.2408, -6.8689, -8.8648], [-0.5003, -6.2128, -10.2466], [4.5338, 5.4096, -0.9532], [4.7792, 4.5961, -1.3939], [3.9512, 5.1330, -0.2458], [5.6786, 2.9955, 3.6656], [5.7124, 3.7140, 4.2972], [4.7670, 2.9747, 3.3743], [5.3302, 2.1997, -3.5752], [5.6467, 2.0788, -4.4704], [5.0454, 1.3277, -3.3015], [3.1514, -5.4142, -1.0799], [2.6368, -4.9880, -0.3946], [2.7645, -6.2858, -1.1635], [-3.7394, 0.5345, 9.4309], [-3.7369, 0.7906, 8.5086], [-3.6506, 1.3590, 9.9091], [-4.1874, 3.5903, -0.3030], [-3.4626, 2.9952, -0.1112], [-4.7357, 3.5612, 0.4811], [2.6482, -1.3457, 8.8015], [1.7684, -1.3179, 8.4255], [2.7874, -0.4658, 9.1518], [-1.8984, -5.6853, -0.4533], [-2.5036, -5.8616, 0.2670], [-1.9917, -4.7476, -0.6211], [-0.9165, 6.1503, -1.9202], [-0.4303, 5.8706, -1.1446], [-1.7686, 5.7222, -1.8366], [4.8204, -2.1094, 4.9984], [4.4279, -1.9017, 5.8463], [5.5027, -1.4483, 4.8813], [4.5597, -2.9228, -4.2060], [4.3848, -3.4611, -3.4341], [3.7422, -2.9438, -4.7035], [-3.2143, 4.6236, 10.6641], [-3.9931, 5.1382, 10.8761], [-2.7251, 5.1708, 10.0496], [-6.7854, 1.9127, 6.3315], [-6.6892, 1.1031, 5.8301], [-7.5638, 1.7704, 6.8702], [-4.4273, -6.7189, 2.5249], [-5.1914, -7.1440, 2.9143], [-3.7175, -6.8864, 3.1449], [2.7814, 2.4827, 10.2883], [1.9793, 2.9979, 10.3751], [2.9531, 2.1553, 11.1712], [-1.3156, 8.2645, 2.9920], [-1.6160, 8.4403, 3.8837], [-1.0459, 7.3461, 3.0064], [-7.3578, 3.4420, 2.5920], [-8.1436, 2.8975, 2.5439], [-7.0403, 3.3266, 3.4876], [3.1399, 7.1297, 5.3989], [2.6775, 7.8985, 5.7326], [2.5368, 6.7441, 4.7634], [2.3723, -4.6573, 3.0754], [2.9536, -3.9591, 3.3767], [1.5636, -4.5268, 3.5706], [2.9696, 6.0060, -4.6650], [3.7058, 6.1227, -4.0645], [2.1932, 6.0812, -4.1103], [-1.7004, 5.6649, -6.7477], [-1.1296, 5.2373, -6.1093], [-2.0631, 6.4169, -6.2795], [-1.7780, -3.5247, 7.9748], [-2.2982, -2.7797, 8.2760], [-1.9026, -4.1926, 8.6491]], "mulliken_charge": [-1.6079, 1.6913, -1.2591, -0.5596, -1.3753, 1.6617, 0.4000, -0.9717, -1.8359, -1.6673, -1.7288, 0.3293, 0.2943, 0.2835, 0.4661, 0.2925, 0.1989, 0.4059, 0.4154, 0.4199, 0.4127, 0.2895, 0.3798, 0.2436, 0.4004, 0.4105, 0.3618, 0.2778, 0.3919, -1.7284, 1.4950, -1.3332, -0.7637, -1.1573, 1.3967, 0.3694, -0.9269, -1.6083, -1.6431, -1.6660, 0.3243, 0.4059, 0.3994, 0.3885, 0.4755, 0.3772, 0.3245, 0.3592, 0.3996, 0.3617, 0.3488, 0.3387, 0.3446, 0.3995, 0.2769, 0.3218, 0.4102, 0.3132, -0.6586, 0.3178, 0.3327, -0.6504, 0.3158, 0.3309, -0.6220, 0.3108, 0.3207, -0.6258, 0.3191, 0.3097, -0.6472, 0.3251, 0.3183, -0.6640, 0.3524, 0.2998, -0.6521, 0.3173, 0.3323, -0.6410, 0.3173, 0.3191, -0.6464, 0.3356, 0.3090, -0.6160, 0.3148, 0.3120, -0.6564, 0.3278, 0.3190, -0.6335, 0.3151, 0.3230, -0.6465, 0.3256, 0.3189, -0.6203, 0.3047, 0.3200, -0.6340, 0.3175, 0.3181, -0.6414, 0.3017, 0.3385, -0.6249, 0.3030, 0.3283, -0.6402, 0.3070, 0.3328, -0.6370, 0.3253, 0.3021, -0.6437, 0.3218, 0.3171, -0.6419, 0.3287, 0.3129, -0.6370, 0.3220, 0.3135]}


[2]
{"formula": "C18H8Br2Cl46F3S", "method": "ωB97M-V/def2-TZVPD", "lumo_energy_ev": -3.68, "homo_lumo_gap_ha": 0.3052, "relative_energy_kj_mol": 202.39, "charge": 1, "symbols": ["C", "C", "Cl", "C", "Cl", "S", "C", "C", "C", "F", "Br", "C", "F", "F", "Br", "H", "H", "H", "H", "H", "H", "H", "H", "C", "Cl", "Cl", "Cl", "Cl", "C", "Cl", "Cl", "Cl", "Cl", "C", "Cl", "Cl", "Cl", "Cl", "C", "Cl", "Cl", "Cl", "Cl", "C", "Cl", "Cl", "Cl", "Cl", "C", "Cl", "Cl", "Cl", "Cl", "C", "Cl", "Cl", "Cl", "Cl", "C", "Cl", "Cl", "Cl", "Cl", "C", "Cl", "Cl", "Cl", "Cl", "C", "Cl", "Cl", "Cl", "Cl", "C", "Cl", "Cl", "Cl", "Cl"], "xyz": [[-1.6343, -0.2317, -2.5494], [-0.6265, -1.3538, -3.0597], [1.1280, -0.9508, -3.2112], [-1.0905, -2.6257, -3.3836], [-2.8586, -3.0179, -3.2390], [-0.0273, -4.0105, -4.0049], [-0.6526, -5.5828, -3.1784], [0.5775, -6.1651, -2.2972], [0.6642, -5.5235, -0.8568], [0.6044, -4.1018, -0.9073], [2.4275, -6.0117, -0.0943], [-0.4741, -5.9956, 0.1698], [0.1475, -6.2093, 1.4247], [-1.4094, -4.9693, 0.4204], [-1.3678, -7.6868, -0.2828], [-1.0205, 0.4181, -1.8382], [-2.0495, 0.3743, -3.4227], [-2.4895, -0.6530, -1.9221], [1.2610, -3.7358, -3.5473], [-0.8220, -6.3180, -4.0275], [-1.5839, -5.3981, -2.5675], [1.5182, -5.8223, -2.8528], [0.6245, -7.2970, -2.3133], [-3.7088, 1.2002, 1.0315], [-4.2336, 2.8826, 1.2555], [-4.0342, 0.6992, -0.6439], [-1.9670, 1.0782, 1.3576], [-4.5926, 0.1387, 2.1423], [-7.8462, 2.5874, 2.9234], [-7.7003, 1.6885, 1.3991], [-8.0276, 4.3168, 2.5690], [-9.2689, 2.0102, 3.8138], [-6.3867, 2.3306, 3.9084], [-2.3466, 4.2277, 4.8361], [-4.0077, 3.7776, 4.3775], [-1.3726, 4.4591, 3.3695], [-2.3778, 5.7388, 5.7657], [-1.6321, 2.9267, 5.8248], [6.8021, -6.3942, 0.4783], [5.1237, -6.3558, 1.0639], [7.1014, -4.9770, -0.5477], [7.9093, -6.3683, 1.8625], [7.0646, -7.8745, -0.4644], [4.0663, 1.4229, -4.9407], [4.7600, 2.7302, -3.9633], [2.3406, 1.7407, -5.2151], [4.9063, 1.3384, -6.4997], [4.2572, -0.1230, -4.0821], [8.3658, 0.4769, -8.4180], [6.8124, 0.6944, -9.2507], [8.1533, -0.6329, -7.0477], [9.5527, -0.2005, -9.5494], [8.9419, 2.0467, -7.8240], [-7.1294, 5.9698, 6.4636], [-5.4112, 5.7942, 6.0382], [-7.8146, 7.3597, 5.5969], [-8.0160, 4.5002, 6.0190], [-7.2776, 6.2330, 8.2129], [0.2340, 5.2705, 9.1728], [-0.2643, 4.3685, 7.7249], [1.0114, 4.1635, 10.3225], [1.3799, 6.5461, 8.7113], [-1.1945, 6.0035, 9.9296], [2.1287, 2.1358, 3.8075], [3.7427, 1.6222, 4.3378], [2.2850, 3.2900, 2.4672], [1.2102, 0.7152, 3.2631], [1.2791, 2.9134, 5.1567], [-2.5266, -1.0002, 5.4074], [-1.9736, -0.5480, 7.0329], [-3.4404, -2.5195, 5.4942], [-3.5666, 0.2803, 4.7561], [-1.1229, -1.2147, 4.3417], [3.7930, 2.6801, -11.2501], [5.5202, 2.5403, -11.6329], [3.1077, 4.0767, -12.1034], [2.9525, 1.2024, -11.7618], [3.5921, 2.8986, -9.4991]], "mulliken_charge": [-0.8629, 0.5736, -0.0699, 0.0231, -0.1359, 0.0573, -0.4104, -1.3473, 0.4450, -0.2153, 0.0433, 0.5432, -0.2173, -0.1722, -0.0613, 0.2997, 0.3591, 0.2103, 0.2244, 0.3590, 0.4562, 0.5283, 0.4464, 0.2424, -0.0211, -0.1461, -0.0003, -0.0654, 0.1128, -0.0775, -0.0481, -0.0748, 0.1126, 0.2307, 0.1039, -0.0626, -0.0989, -0.0374, 0.3210, -0.1451, -0.0901, -0.0788, -0.0894, 0.2789, -0.0799, -0.1163, 0.0418, -0.1114, 0.2957, -0.0276, -0.0830, -0.0986, -0.0917, 0.2338, -0.0260, -0.0953, -0.0572, -0.1041, 0.2326, 0.0216, -0.1087, -0.1136, -0.1019, 0.1671, -0.0929, -0.1026, -0.0212, 0.0597, 0.0942, -0.0868, -0.1034, 0.0920, -0.0511, 0.3264, -0.0843, -0.0967, -0.0976, -0.0560]}